# C37H55F3NO9S4

A 8-piece molecular cluster, C37H55F3NO9S4 overall in a non-equilibrium geometry (ωB97M-V with the def2-TZVPD basis set, the OMol25 dataset).

Geometry as ORCA input:
```
! RIJCOSX wB97M-V def2-TZVPD def2/J DEFGRID3
* xyz 1 1
C 3.1177 1.2072 1.5824
C 1.6597 1.0612 1.1594
O 0.8567 1.7492 1.7314
N 1.4337 0.2072 -0.0066
H 2.0277 -0.3898 -0.4586
H 0.6887 -0.4028 0.2964
C 0.8247 0.9342 -1.1206
H 3.3777 0.1692 1.8084
H 3.2647 1.6832 2.4324
H 3.7377 1.8052 0.8264
H 1.5917 1.4972 -1.4056
H -0.2363 1.3512 -1.0316
H 0.4067 0.3272 -1.8416
F 1.6387 4.2322 2.7134
C 1.5727 4.2222 4.0534
C 0.5097 3.6462 4.6454
C 0.2607 3.5362 5.9994
C 1.2437 4.1162 6.8014
C 2.4847 4.6832 6.3364
C 2.5777 4.7372 4.8904
H -0.4043 3.2602 3.9734
H -0.7593 3.2112 6.6494
H 1.0847 4.2572 7.8884
H 3.2527 5.0152 7.1574
H 3.6167 5.0642 4.6254
F 0.9807 -0.3448 -4.3996
C 1.5297 -1.5788 -4.9326
C 2.4157 -2.3198 -4.1366
C 2.9377 -3.4308 -4.6616
C 2.6887 -3.8558 -6.0046
C 1.8817 -3.1648 -6.7956
C 1.1727 -2.0688 -6.1866
H 2.6647 -2.2028 -3.0476
H 3.7687 -3.9008 -4.0466
H 3.3437 -4.7058 -6.3946
H 1.7727 -3.4798 -7.8436
H 0.4967 -1.4718 -6.7496
F 0.8987 4.6822 0.2214
C 1.5717 4.3482 -0.8876
C 2.9957 4.1162 -0.9416
C 3.5937 3.8002 -2.1196
C 2.9087 3.6402 -3.3356
C 1.5567 3.7942 -3.2886
C 0.8277 4.1172 -2.1276
H 3.5477 4.4152 -0.0656
H 4.6837 3.6392 -2.1216
H 3.2797 3.2922 -4.2986
H 1.1887 3.6032 -4.2786
H -0.2133 4.0462 -2.2436
C -2.8863 -2.1668 -4.5616
C -1.8993 -2.9218 -3.7236
C -1.5783 -2.1508 -2.5386
S -3.1323 -1.2998 -2.1786
O -2.9913 0.0642 -1.9436
O -3.7893 -2.0738 -1.1846
C -3.9583 -1.5758 -3.7156
H -3.3853 -2.7518 -5.1516
H -2.3063 -1.2778 -4.8486
H -0.9053 -2.9398 -4.1716
H -2.4023 -3.8418 -3.3206
H -0.5673 -1.5758 -2.6866
H -1.6133 -2.9328 -1.8926
H -4.4163 -0.6628 -4.0916
H -4.5973 -2.4528 -3.6776
C -2.3163 -3.2368 3.4454
C -1.1153 -2.2538 3.8574
C -1.3403 -0.9368 3.5014
S -2.1163 -1.0728 1.9624
O -1.0123 -0.9668 1.0344
O -3.3233 -0.2448 1.8994
C -2.6263 -2.6878 2.1254
H -3.2193 -2.8828 3.9464
H -2.1043 -4.2468 3.4434
H -0.1313 -2.7618 3.4924
H -0.9943 -2.4478 4.9574
H -0.2223 -0.4438 3.5494
H -1.9173 -0.2868 4.2504
H -2.1273 -3.2388 1.5614
H -3.6683 -2.8278 1.7114
C -4.9643 3.9422 0.7024
C -4.3303 4.9182 1.7474
C -2.9713 4.8092 1.5384
S -2.6123 3.1652 0.9844
O -2.1343 2.4892 2.1574
O -1.8273 3.2632 -0.2146
C -4.1853 2.6932 0.5124
H -5.0403 4.3632 -0.1556
H -5.9833 3.7222 1.1454
H -4.7483 4.3312 2.7844
H -4.6383 5.8982 1.6194
H -2.2623 5.1902 2.4014
H -2.7103 5.1972 0.7984
H -4.4863 1.7442 1.0404
H -4.1403 2.1772 -0.5996
C 1.9757 -5.6848 1.4894
C 2.8317 -5.8658 0.2724
C 3.1917 -4.5308 -0.2186
S 1.9107 -3.5408 0.2724
O 1.0637 -3.1198 -0.8896
O 2.4247 -2.5548 1.1734
C 0.9297 -4.6278 1.1584
H 2.6907 -5.3918 2.1134
H 1.6717 -6.7228 2.2254
H 2.3687 -6.5968 -0.3596
H 3.8257 -6.4758 0.5024
H 3.2127 -4.3728 -1.2166
H 4.2907 -4.1718 0.1224
H 0.2897 -5.1998 0.7114
H 0.6927 -4.1038 2.1104
*
```

For the gap between HOMO and LUMO, the calculation gives 8.709 eV.